# 1
Computed, not measured: a structure of composition C6H10O, with wB97M-V/def2-TZVPD.

The geometry in XYZ format:
```
17
C6H10O (wB97M-V/def2-TZVPD)
C -1.477 -1.210 1.260
C -0.498 -0.324 0.528
C 0.745 -0.077 0.957
C 1.622 0.830 0.135
C 0.903 1.098 -1.176
C -1.027 0.326 -0.688
O -1.374 -0.506 -1.709
H -1.800 -2.048 0.629
H -2.379 -0.645 1.526
H -1.034 -1.619 2.175
H 1.104 -0.460 1.910
H 2.620 0.393 -0.020
H 1.789 1.779 0.666
H 1.029 2.111 -1.568
H 1.087 0.370 -1.968
H -0.434 1.323 -1.006
H -0.875 -1.342 -1.652
```

As for the LUMO energy: 0.9 eV. For the HOMO-LUMO gap, the calculation gives 8.3 eV.

These are the natural (NBO) partial charges, in e, on atoms 1 to 5: -0.62, -0.10, -0.20, -0.46, -0.46

=====

# 2
Computed, not measured: the ion C11H11ClN3 with charge +1 in a non-equilibrium geometry, with wB97M-V/def2-TZVPD.

The geometry in XYZ format:
```
26
C11H11ClN3 (wB97M-V/def2-TZVPD)
C 1.487 -1.472 2.435
C -0.803 -1.887 1.731
C 1.389 -2.473 3.363
C -0.898 -2.889 2.659
C 0.390 -1.133 1.593
C 0.190 -3.186 3.494
C -0.591 2.862 -3.695
C -1.744 2.347 -3.231
C -0.723 1.244 -1.438
C 0.695 2.591 -2.990
C 0.579 -0.109 0.674
N 0.434 1.854 -1.760
N -1.877 1.511 -2.176
N -0.480 0.342 -0.241
Cl 0.047 -4.410 4.664
H 2.413 -0.929 2.332
H -1.654 -1.685 1.101
H 2.228 -2.719 3.996
H -1.809 -3.458 2.752
H -0.552 3.478 -4.576
H -2.694 2.544 -3.707
H 1.381 2.013 -3.631
H 1.205 3.534 -2.748
H 1.521 0.400 0.566
H 1.231 1.737 -1.152
H -1.364 -0.106 -0.017
```

As for the LUMO energy (alpha / beta): -6.0 / -6.0 eV. As for the net charge: +1. The SMILES is Clc1ccc(/C=[NH+]/C2=NC=CCN2)cc1. For the HOMO-LUMO gap (alpha / beta), the calculation gives 4.9 / 4.9 eV.

These are the natural (NBO) partial charges, in e, on atoms 1 to 5: -0.07, -0.08, -0.25, -0.24, -0.21